Density functional theory data (ωB97M-V/def2-TZVPD) for a cluster of 8 separate species, C28H78N6O10 in total in a non-equilibrium geometry.

Each line ends with the Löwdin charge.
CARTESIAN COORDINATES (ANGSTROEM)
C (18.302, 3.535, 1.064)  -0.02
C (17.071, 2.700, 1.463)  -0.29
C (15.897, 3.209, 0.770)  -0.23
O (15.586, 4.466, 1.346)  -0.16
C (14.449, 5.159, 0.789)  -0.03
N (17.345, 1.270, 1.011)  0.23
H (17.881, 1.284, 0.156)  0.09
H (18.018, 0.881, 1.657)  0.15
H (16.485, 0.746, 0.943)  0.16
H (19.270, 3.196, 1.435)  0.08
H (18.053, 4.563, 1.329)  0.11
H (18.502, 3.568, -0.007)  0.09
H (17.076, 2.746, 2.552)  0.17
H (15.043, 2.545, 0.902)  0.13
H (16.001, 3.306, -0.311)  0.13
H (14.724, 5.825, -0.030)  0.09
H (14.058, 5.724, 1.635)  0.11
H (13.674, 4.512, 0.376)  0.09
C (14.763, 2.619, -7.557)  -0.05
C (13.665, 2.864, -6.532)  -0.26
C (14.261, 2.054, -5.237)  -0.11
O (13.493, 2.313, -3.992)  -0.19
C (14.260, 2.045, -2.804)  -0.09
N (13.538, 4.318, -6.272)  0.24
H (14.348, 4.749, -5.850)  0.10
H (13.332, 4.883, -7.083)  0.18
H (12.826, 4.426, -5.564)  0.16
H (15.729, 3.016, -7.247)  0.09
H (14.419, 3.122, -8.460)  0.09
H (14.884, 1.572, -7.836)  0.09
H (12.686, 2.484, -6.826)  0.16
H (15.345, 2.162, -5.200)  0.10
H (13.900, 1.037, -5.391)  0.11
H (15.230, 2.523, -2.946)  0.07
H (14.496, 0.981, -2.773)  0.05
H (13.687, 2.408, -1.952)  0.10
C (21.541, 0.795, 0.033)  -0.01
C (20.962, -0.500, -0.455)  -0.32
C (21.902, -1.386, -1.271)  -0.15
O (21.536, -2.769, -1.472)  -0.21
C (22.578, -3.530, -2.071)  -0.08
N (20.415, -1.221, 0.752)  0.24
H (19.795, -1.968, 0.474)  0.16
H (21.183, -1.610, 1.281)  0.18
H (19.919, -0.708, 1.467)  0.16
H (21.827, 1.403, -0.826)  0.12
H (22.165, 0.685, 0.919)  0.11
H (20.787, 1.450, 0.469)  0.07
H (20.061, -0.389, -1.058)  0.13
H (22.839, -1.179, -0.752)  0.14
H (22.058, -1.008, -2.281)  0.15
H (22.655, -3.157, -3.092)  0.10
H (22.405, -4.606, -2.058)  0.10
H (23.505, -3.549, -1.497)  0.11
C (18.262, -3.587, -5.986)  0.00
C (18.307, -4.018, -4.500)  -0.30
C (17.883, -5.452, -4.152)  -0.19
O (18.046, -5.848, -2.824)  -0.21
C (17.713, -7.197, -2.484)  -0.05
N (19.664, -3.821, -3.870)  0.24
H (19.883, -2.835, -3.847)  0.14
H (19.691, -4.079, -2.894)  0.14
H (20.365, -4.338, -4.381)  0.17
H (18.876, -4.315, -6.517)  0.10
H (18.604, -2.557, -6.091)  0.09
H (17.259, -3.649, -6.409)  0.10
H (17.752, -3.304, -3.891)  0.11
H (18.378, -6.078, -4.894)  0.14
H (16.800, -5.524, -4.260)  0.14
H (18.282, -7.952, -3.026)  0.11
H (16.647, -7.424, -2.453)  0.10
H (18.050, -7.264, -1.450)  0.09
C (14.204, -3.701, -0.680)  0.01
C (15.073, -3.361, -1.968)  -0.27
C (14.330, -3.066, -3.265)  -0.12
O (15.166, -3.007, -4.488)  -0.18
C (15.468, -1.670, -4.871)  -0.09
N (15.953, -2.157, -1.624)  0.23
H (15.439, -1.346, -1.312)  0.15
H (16.642, -2.463, -0.951)  0.15
H (16.503, -1.722, -2.352)  0.08
H (13.571, -4.585, -0.755)  0.11
H (13.623, -2.781, -0.608)  0.08
H (14.765, -3.731, 0.254)  0.08
H (15.774, -4.172, -2.166)  0.13
H (13.916, -2.068, -3.121)  0.13
H (13.521, -3.791, -3.350)  0.15
H (14.551, -1.324, -5.349)  0.10
H (16.233, -1.877, -5.619)  0.08
H (15.777, -0.984, -4.083)  0.06
C (25.039, 6.676, -4.603)  -0.03
C (23.663, 6.745, -5.227)  -0.30
C (22.786, 5.573, -4.754)  -0.18
O (21.497, 5.768, -5.302)  -0.20
C (20.438, 5.020, -4.682)  -0.07
N (23.116, 8.124, -5.101)  0.25
H (22.343, 8.358, -5.708)  0.18
H (22.817, 8.398, -4.176)  0.18
H (23.897, 8.750, -5.234)  0.17
H (25.819, 7.041, -5.270)  0.10
H (25.272, 5.632, -4.395)  0.09
H (25.284, 7.106, -3.632)  0.10
H (23.742, 6.606, -6.306)  0.17
H (22.606, 5.624, -3.680)  0.13
H (23.160, 4.565, -4.936)  0.14
H (19.523, 5.209, -5.244)  0.10
H (20.218, 5.353, -3.668)  0.09
H (20.646, 3.957, -4.799)  0.08
C (18.369, 1.435, -4.251)  0.02
C (18.056, 0.414, -3.128)  -0.75
O (18.192, -0.779, -3.416)  -0.08
O (17.726, 0.789, -1.960)  -0.11
H (18.450, 0.947, -5.222)  0.09
H (19.187, 2.097, -3.966)  0.06
H (17.604, 2.198, -4.110)  0.06
C (16.703, 5.393, -2.812)  -0.03
C (15.839, 5.392, -3.989)  -0.90
O (14.704, 5.879, -3.829)  -0.04
O (16.220, 5.017, -5.043)  -0.02
H (17.042, 4.365, -2.682)  0.05
H (16.403, 5.938, -1.918)  0.07
H (17.505, 6.055, -3.139)  0.08

Computed properties:
- Total energy: -59675.561 eV
- Charge: +4
- Relative energy (zero: lowest compared OMol25 entry of this formula, charge and spin): 643.26 kJ/mol
- Lowest unoccupied orbital energy: -10.070 eV
- Frontier orbital gap: 4.3102 eV